{"formula": "C7H9FeN10S4", "method": "ωB97M-V/def2-TZVPD", "elements": ["N", "N", "C", "N", "C", "S", "H", "H", "N", "N", "Fe", "H", "H", "C", "H", "H", "C", "N", "C", "S", "C", "N", "H", "H", "C", "H", "N", "S", "N", "S", "N"], "positions_angstrom": [[1.399, 0.731, -1.386], [0.685, 1.161, 1.499], [3.287, 1.105, 3.620], [2.288, 1.860, 3.194], [1.477, 1.446, 2.318], [-1.700, 0.763, -1.558], [0.112, -5.483, -1.632], [1.715, -5.867, -0.992], [1.116, -3.906, -0.685], [3.940, 0.520, -3.645], [-0.175, 0.064, 0.102], [1.143, 2.841, -1.188], [2.347, -4.501, 0.968], [1.753, -3.726, 0.518], [-0.131, -2.622, -1.854], [4.380, -0.319, -3.281], [1.670, 2.016, -1.634], [2.249, 0.018, -2.094], [1.452, -2.463, 0.924], [-3.597, 0.842, -0.852], [0.466, -2.764, -0.967], [2.969, 0.891, -2.722], [1.760, -1.947, 1.817], [1.572, -4.907, -2.472], [1.125, -5.109, -1.500], [4.619, 1.274, -3.654], [2.670, 2.147, -2.495], [-2.067, -0.991, 1.434], [0.646, -1.872, -0.018], [-3.807, -0.455, 0.709], [4.184, 0.497, 4.024]], "mulliken_charge": [0.3608, -0.6718, 0.4745, -0.6355, 0.7367, -0.2147, 0.3333, 0.2855, 0.1226, -0.5758, 0.2450, 0.4294, 0.4121, -0.2407, 0.4596, 0.2924, -0.2184, -0.5813, -0.8246, -0.0110, -0.4204, 1.1483, 0.4549, 0.3298, -0.8316, 0.3132, -0.9146, -0.1165, 0.3056, 0.0688, -0.5156], "relative_energy_kcal_mol": 2.78, "fmax_ev_per_a": 0.3, "s2": 8.77, "homo_ha": [-0.2792, -0.3004], "lumo_ha": [0.006, -0.065], "spin_multiplicity": 6}